Entry from OMol25: C19H19BBrN2O7PdS3 as an isolated structure at a distorted geometry (ωB97M-V with the def2-TZVPD basis set).

Summary:
- DFT total energy (eV) = -144028.034
- LUMO (alpha / beta) (eV) = 2.2 / 0.1
- net charge = -1
- relative energy (zero: lowest compared OMol25 entry of this formula, charge and spin) (kcal per mole) = 15.21
- HOMO level (alpha / beta) (Ha) = -0.2418 / -0.2409
- multiplicity = 3
- frontier orbital gap (alpha / beta) (eV) = 8.79 / 6.70

Last column: Mulliken charge in e.
Cartesian coordinates (Å):
Pd1 0.09185 0.24327 0.63425  1.161
Br1 -0.38016 1.43257 -1.87833  -0.086
S1 -2.35105 -1.63138 -0.96412  1.180
S2 3.15600 -0.13731 1.35607  1.412
S3 0.34698 -2.25177 1.85558  1.707
O1 0.90102 -3.47630 2.35382  -0.764
O2 4.24031 0.76318 1.65006  -0.763
O3 2.24379 0.44878 0.31639  -0.670
O4 3.50215 -1.51288 1.13978  -0.646
O5 -3.08910 -0.91544 -2.05340  -0.694
O6 -1.11105 -2.14250 1.95115  -0.669
O7 0.78477 -1.87890 0.48551  -0.617
N1 -2.02773 1.21564 0.25226  0.659
N2 0.17278 2.27856 1.48185  -0.522
C1 0.09587 -4.85342 -3.03511  -0.455
C2 1.40201 1.19372 4.71742  -0.477
C3 -4.09662 2.77706 -0.65832  -0.184
C4 -1.14241 -2.79163 -3.09698  -0.504
C5 -0.97085 -4.04494 -1.03674  -0.297
C6 -4.17492 2.15908 0.58452  -0.817
C7 2.27891 0.95208 3.67667  -0.502
C8 0.89969 -0.87367 2.91809  -0.640
C9 0.47832 3.36616 1.22874  -0.124
C10 -0.37284 -3.75417 -3.73768  -0.525
C11 -0.20075 -4.99569 -1.68476  -0.741
C12 0.26207 0.41528 4.86280  -0.706
C13 -2.97659 2.59526 -1.44693  -0.847
C14 0.01097 -0.60599 3.96811  -0.737
C15 -3.11436 1.38302 1.00656  -0.737
C16 -1.44473 -2.95472 -1.75562  0.279
C17 2.04725 -0.07542 2.76955  0.637
C18 -1.97935 1.79193 -0.92629  0.557
C19 -3.55609 -2.62611 -0.08022  -1.267
B1 0.79836 4.86801 0.81628  0.308
H1 -1.16330 -4.13433 0.02511  0.310
H2 3.15489 1.56720 3.52609  0.539
H3 -1.52157 -1.92413 -3.62134  0.432
H4 -0.13087 -3.63643 -4.78650  0.376
H5 -0.88003 -1.21053 4.05586  0.505
H6 0.70661 -5.59530 -3.53379  0.372
H7 -2.87584 3.04463 -2.42283  0.430
H8 -0.44007 0.61619 5.66204  0.382
H9 -0.06592 5.55688 1.32568  -0.169
H10 1.90758 5.15482 1.20560  -0.159
H11 -4.90835 3.39887 -1.01247  0.393
H12 0.18835 -5.83660 -1.12577  0.394
H13 -4.38637 -1.94760 0.11365  0.424
H14 -5.04235 2.28184 1.21745  0.421
H15 -3.10763 0.87819 1.96421  0.478
H16 1.59613 2.00898 5.40269  0.386
H17 0.72230 4.89651 -0.39856  -0.175
H18 -3.11804 -2.96104 0.85831  0.337
H19 -3.87884 -3.46013 -0.70105  0.415